C34H47CsN4O8P2S2Si as an isolated structure. Source: OMol25; level of theory: ωB97M-V/def2-TZVPD.

DFT total energy ... -3933.80914 hartree
ΔE to the lowest compared entry with this formula, charge and spin ... 20.1 kcal/mol
Highest occupied orbital energy ... -0.021 Eh
Kohn-Sham gap ... 3.98 eV
LUMO level ... 3.409 eV
Net charge ... -2

Element x y z (Å)
Cs  1.608  0.603  -0.554
N  1.452  2.833  -4.767
C  1.908  3.282  -3.384
C  2.471  4.699  -3.516
P  3.299  2.023  -3.208
O  3.895  2.282  -1.761
O  2.644  0.684  -3.371
O  4.227  2.495  -4.288
P  0.240  3.365  -2.519
O  0.518  4.416  -1.304
O  -0.564  4.067  -3.586
O  -0.201  2.075  -1.949
H  2.240  2.958  -5.409
H  0.589  3.361  -4.971
H  1.265  1.825  -4.695
H  3.303  4.705  -4.222
H  2.861  5.010  -2.545
H  1.699  5.409  -3.829
H  4.052  1.492  -1.153
H  0.337  5.309  -1.619
N  2.897  -2.379  -1.014
C  4.240  -2.796  -0.611
C  5.170  -1.585  -0.566
C  4.726  -0.581  0.513
O  4.934  -0.897  1.694
O  4.154  0.483  0.109
H  2.253  -3.152  -1.130
H  2.943  -1.874  -1.894
H  4.674  -3.559  -1.274
H  4.191  -3.224  0.393
H  5.202  -1.103  -1.548
H  6.174  -1.926  -0.304
S  -1.888  -3.924  5.286
C  -2.071  -5.486  4.610
C  -1.734  -5.500  3.294
C  -1.326  -4.225  2.819
C  -1.365  -3.263  3.780
C  -1.026  -1.850  3.636
C  -0.259  -1.431  2.522
N  0.126  -0.197  2.333
C  -0.227  0.742  3.222
C  -1.011  0.444  4.346
C  -1.383  1.489  5.254
C  -0.984  2.761  5.048
C  -0.171  3.102  3.916
C  0.254  4.415  3.668
C  1.033  4.691  2.572
C  1.358  3.609  1.726
N  0.968  2.377  1.932
C  0.212  2.106  3.005
C  1.518  6.046  2.300
C  1.646  7.082  3.184
C  2.167  8.262  2.592
C  2.427  8.101  1.266
S  2.037  6.527  0.730
C  -1.408  -0.889  4.533
H  -2.412  -6.302  5.228
H  -1.779  -6.382  2.671
H  -1.041  -4.021  1.795
H  0.046  -2.148  1.761
H  -1.994  1.233  6.113
H  -1.270  3.549  5.735
H  -0.053  5.207  4.343
H  1.966  3.776  0.836
H  1.405  6.992  4.235
H  2.349  9.181  3.132
H  2.831  8.819  0.570
H  -2.021  -1.147  5.391
C  -1.780  -1.770  -3.364
Si  -1.690  -2.548  -1.589
C  -3.364  -1.775  -0.823
C  -2.990  -0.345  -0.409
C  -4.577  -1.680  -1.759
C  -3.797  -2.504  0.446
C  -2.074  -4.465  -2.005
C  -1.855  -5.345  -0.776
C  -1.044  -4.882  -3.055
C  -3.468  -4.771  -2.566
H  -2.631  -2.119  -3.986
H  -0.858  -1.967  -3.920
H  -1.856  -0.683  -3.264
H  -2.694  0.274  -1.261
H  -2.143  -0.348  0.287
H  -3.847  0.144  0.085
H  -4.322  -1.168  -2.692
H  -5.395  -1.106  -1.282
H  -4.975  -2.662  -2.013
H  -2.970  -2.556  1.157
H  -4.134  -3.529  0.244
H  -4.628  -1.969  0.940
H  -0.856  -5.181  -0.359
H  -1.953  -6.414  -1.037
H  -2.588  -5.126  0.011
H  -0.030  -4.601  -2.744
H  -1.241  -4.400  -4.018
H  -1.068  -5.974  -3.208
H  -4.235  -4.643  -1.803
H  -3.538  -5.817  -2.930
H  -3.716  -4.114  -3.407